{"formula": "C6H19NO5", "method": "wB97M-V/def2-TZVPD", "e_tot_ha": -670.9845, "homo_ev": -9.61, "e_above_lowest_ev": 0.000, "smiles": "CC(=O)N1CCCC1.O.O.O.O", "lumo_energy_ev": 0.6, "symbols": ["O", "O", "O", "O", "O", "N", "C", "C", "C", "C", "C", "C", "H", "H", "H", "H", "H", "H", "H", "H", "H", "H", "H", "H", "H", "H", "H", "H", "H", "H", "H"], "coordinates": [[-1.6619, 3.1063, -0.8960], [0.2963, 1.2052, -0.2640], [-2.2361, 0.9611, 1.0874], [-1.1915, 2.3000, 3.1932], [-2.5568, -0.2739, -2.0656], [1.1648, -0.8704, -0.1855], [1.6307, -3.2388, -0.0973], [0.4925, -2.9590, -1.1128], [2.0893, -1.8841, 0.4103], [0.0208, -1.5519, -0.7727], [1.2445, 0.4425, -0.0008], [2.5245, 1.0663, 0.4856], [1.8806, -1.7302, 1.4691], [-0.2990, -0.9910, -1.6479], [-0.7616, 2.8449, -0.6311], [2.3896, 1.4472, 1.4989], [2.7420, 1.9131, -0.1581], [3.3880, 0.4099, 0.4512], [2.4752, -3.8380, -0.4205], [-2.5985, 0.2750, -1.2679], [-2.2770, 1.5376, 0.3069], [-1.3301, 0.6361, 0.9866], [3.1440, -1.6499, 0.2629], [-0.8856, -1.6051, -0.1539], [-1.5989, 3.5498, -1.7485], [0.8466, -3.0209, -2.1273], [-0.3155, -3.6691, -0.9489], [-2.0133, 2.1185, 2.6994], [-0.8844, 2.9774, 2.5704], [-3.0268, 0.2401, -2.7305], [1.1622, -3.7520, 0.7436]]}